# 1
A structure of composition C51H45F3N3OP2SScTe, computed with ωB97M-V/def2-TZVPD.

XYZ file:
```
108
C51H45F3N3OP2SScTe | the OMol25 dataset | ωB97M-V/def2-TZVPD
Sc -0.97694 -0.33307 -0.33289
N 2.44019 0.11359 -0.50769
P 1.48405 1.24446 0.33560
C 2.09649 2.82089 -0.29749
C 2.23875 2.97169 -1.67519
C 2.62735 4.19003 -2.20221
C 2.86096 5.27167 -1.36324
C 2.70347 5.13035 0.00542
C 2.32106 3.90867 0.53857
C 1.98987 1.16987 2.07035
C 1.18327 1.82129 3.00288
C 1.47253 1.74771 4.35453
C 2.56549 1.01110 4.78618
C 3.36705 0.35357 3.86595
C 3.08366 0.43211 2.51267
P 1.65443 -1.38762 -0.64195
C 2.22264 -2.04873 -2.22241
C 2.15995 -3.42543 -2.43214
C 2.50855 -3.95708 -3.66131
C 2.92017 -3.11924 -4.68921
C 2.97339 -1.74941 -4.48680
C 2.61936 -1.21281 -3.25986
C 2.44215 -2.41994 0.61991
C 1.76608 -2.60979 1.81651
C 2.40286 -3.22208 2.88833
C 3.71020 -3.65558 2.75824
C 4.38852 -3.48537 1.55582
C 3.75796 -2.86791 0.49278
H 3.45245 0.17759 -0.54592
H 2.03141 2.14023 -2.33693
H 2.73902 4.29743 -3.27283
H 3.16194 6.22399 -1.77825
H 2.88302 5.96954 0.66439
H 2.21506 3.80110 1.61016
H 0.30779 2.37078 2.67457
H 0.82678 2.23878 5.07068
H 2.78365 0.93610 5.84302
H 4.21033 -0.23463 4.20328
H 3.69914 -0.11279 1.80878
H 1.83769 -4.08474 -1.63369
H 2.45815 -5.02639 -3.81831
H 3.19432 -3.53472 -5.64946
H 3.28261 -1.09243 -5.28906
H 2.64168 -0.14110 -3.11105
H 0.73854 -2.28126 1.92582
H 1.86376 -3.36326 3.81401
H 4.20480 -4.13603 3.59242
H 5.40771 -3.83472 1.45645
H 4.28668 -2.73279 -0.44439
C -2.90237 4.92009 2.91631
C -3.97009 4.14636 2.15905
N -3.48297 3.54835 0.91433
C -3.74341 4.28317 -0.32239
C -2.59932 5.20129 -0.72395
C -2.78638 2.39714 0.94817
S -2.25146 1.78020 -0.59050
N -2.62772 1.90737 2.19370
C -1.91464 0.82471 2.46801
O -1.25980 0.12980 1.64844
C -1.84650 0.41135 3.89354
C -1.25126 -0.80399 4.21987
C -1.13925 -1.18135 5.54537
C -1.61254 -0.34969 6.54900
C -2.21277 0.85967 6.22710
C -2.33586 1.23793 4.90110
H -3.30912 5.28111 3.86196
H -2.54939 5.78261 2.35421
H -2.05205 4.27730 3.13745
H -4.79379 4.80539 1.88395
H -4.37432 3.35155 2.78394
H -4.65641 4.85653 -0.15937
H -3.95145 3.56406 -1.11265
H -2.39317 5.94231 0.04670
H -2.85176 5.73272 -1.64123
H -1.69246 4.62636 -0.90554
H -0.88593 -1.44613 3.42847
H -0.68103 -2.12932 5.79600
H -1.52025 -0.64807 7.58502
H -2.58879 1.50486 7.01012
H -2.80168 2.17353 4.62851
Te -2.80895 -2.51863 0.16144
C -1.42031 -3.90725 0.94995
C -0.50773 -4.57120 0.13465
C 0.36991 -5.50438 0.66263
C 0.34201 -5.80676 2.01469
C -0.56952 -5.16036 2.83454
C -1.43489 -4.21301 2.31098
H -0.49350 -4.35586 -0.92759
H 1.07037 -6.00978 0.00784
H 1.02180 -6.54309 2.42349
H -0.61108 -5.39444 3.89206
H -2.14886 -3.71574 2.95482
F -2.79743 0.04130 -9.82002
C -3.17897 -1.03638 -9.10241
F -4.52156 -1.09140 -9.20668
F -2.69567 -2.11501 -9.74007
C -2.72733 -0.94840 -7.67920
C -1.86292 -1.88950 -7.14055
C -1.45505 -1.77357 -5.82409
C -1.90534 -0.71540 -5.03174
C -2.78287 0.22501 -5.58826
C -3.19005 0.10841 -6.90033
C -1.47656 -0.58221 -3.68080
C -1.10062 -0.45252 -2.52722
H -1.50750 -2.71122 -7.74627
H -0.78040 -2.50134 -5.39457
H -3.13239 1.04274 -4.97361
H -3.86671 0.83914 -7.32341
```

Summary:
**Charge**: 0
**F_max**: 0.74 eV/A
**Kohn-Sham gap**: 6.40 eV
**M**: 1039.506 g/mol
**HOMO level**: -6.690 eV

Löwdin population analysis, charges in e, atoms 1 to 4: number 1, Sc, carries 0.239; number 2, N, carries -0.382; number 3, P, carries 0.960; number 4, C, carries -0.344

---

# 2
A structure of composition C34H26Cl5FIrN6O6, computed with ωB97M-V/def2-TZVPD.

XYZ file:
```
79
C34H26Cl5FIrN6O6 | the OMol25 dataset | ωB97M-V/def2-TZVPD
Ir 0.01710 0.37604 -0.47513
O 0.98849 -3.51447 0.14466
C 0.89552 -2.34027 -0.10461
N -0.10410 -1.46467 0.22362
C -1.25207 -1.77423 0.92918
O -1.58781 -2.84075 1.36634
C -2.13480 -0.54026 1.10214
C -3.24171 -0.58525 1.92278
C -4.00859 0.55771 2.07218
C -3.64882 1.70882 1.38745
C -2.53061 1.68585 0.57482
N -1.79407 0.58166 0.43687
C 1.99508 -1.62149 -0.87177
C 3.09390 -2.32304 -1.32559
C 4.09410 -1.63862 -1.99588
C 3.96390 -0.27139 -2.18491
C 2.83101 0.36619 -1.71618
N 1.86601 -0.29303 -1.07177
H -3.46828 -1.51534 2.42644
H -4.87606 0.55326 2.71800
H -4.22241 2.61969 1.47925
H -2.20512 2.54879 0.01042
H 3.13620 -3.38549 -1.12694
H 4.96564 -2.16312 -2.36418
H 4.72422 0.29954 -2.69826
H 2.67508 1.42615 -1.86237
C 2.65512 7.43150 1.10027
C 3.49714 6.21018 0.77639
N 2.70135 5.12673 0.16518
C 2.31065 4.10128 0.93058
C 1.49438 3.07630 0.52198
C 1.16219 2.07094 1.60128
O 1.38836 2.38484 2.74621
O 0.74300 0.87093 1.27945
C 0.96055 3.12320 -0.78384
O 0.09598 2.31952 -1.23675
C 1.42250 4.19913 -1.64426
C 1.01140 4.23037 -2.98249
C 1.43161 5.24716 -3.78793
F 0.99791 5.30497 -5.05982
C 2.29225 6.25997 -3.32707
C 2.70679 6.21956 -2.01252
C 2.27747 5.19606 -1.15360
N 2.72019 7.34049 -4.15357
C 1.91711 8.55719 -3.98785
C 2.48974 9.65346 -4.89533
N 3.92910 9.32167 -5.16298
C 4.03716 8.09410 -6.03355
C 2.98957 7.07539 -5.56372
H 3.28265 8.19998 1.55006
H 1.87071 7.17694 1.81257
H 2.18237 7.85106 0.21163
H 3.93066 5.79735 1.68426
H 4.33025 6.44234 0.11382
H 2.64409 4.10221 1.96153
H 0.35270 3.45704 -3.35728
H 3.38093 6.98966 -1.66776
H 1.95977 8.86452 -2.94353
H 0.86415 8.40229 -4.25044
H 2.43330 10.63779 -4.43772
H 1.99888 9.69089 -5.86560
H 4.38505 9.11922 -4.27187
H 4.41686 10.10786 -5.59244
H 5.05554 7.72453 -5.93923
H 3.86473 8.41149 -7.05997
H 3.39708 6.07432 -5.67815
H 2.09108 7.13439 -6.18403
Cl -1.10614 -4.48792 -6.13355
C -0.85695 -3.12090 -5.18142
C -1.72041 -2.86258 -4.08586
Cl -3.01073 -3.92642 -3.76279
C -1.51829 -1.75478 -3.30301
Cl -2.58634 -1.37214 -2.04116
C -0.41502 -0.84418 -3.55226
O -0.13408 0.14191 -2.83258
C 0.40865 -1.12334 -4.71916
Cl 1.67004 -0.02511 -5.04676
C 0.20339 -2.23115 -5.49424
Cl 1.21417 -2.55938 -6.83077
```

Summary:
**Expectation value of S²**: 0.786
**Charge**: +2
**F_max**: 1.31 eV/A
**Kohn-Sham gap (spin up / spin down)**: 7.58 / 5.69 eV
**M**: 1003.098 g/mol
**Multiplicity**: 2
**HOMO level (spin up / spin down)**: -12.760 / -12.768 eV

Löwdin population analysis, charges in e, atoms 1 to 4: number 1, Ir, carries 1.443; number 2, O, carries 0.141; number 3, C, carries -0.418; number 4, N, carries -0.038

---

# 3
The molecule C3H7N3O, computed with ωB97M-V/def2-TZVPD.

XYZ file:
```
14
C3H7N3O | the OMol25 dataset | ωB97M-V/def2-TZVPD
C 2.01797 0.49899 -0.14096
N 0.95250 0.04341 0.72958
C -0.30206 -0.20832 0.21811
O -0.41301 -0.80469 -1.09492
N -1.25350 -1.22014 0.76022
C -1.74071 -0.65677 -0.52000
N -1.48671 0.72694 -0.07011
H 1.92649 -0.03658 -1.08974
H 2.97731 0.22308 0.30963
H 2.01978 1.58103 -0.34427
H 0.96767 0.34921 1.69085
H -1.78816 -0.78629 1.51790
H -2.60674 -1.01311 -1.07523
H -1.27086 1.30322 -0.89104
```

Summary:
**Charge**: 0
**F_max**: 0.78 eV/A
**Kohn-Sham gap**: 10.40 eV
**M**: 101.109 g/mol
**HOMO level**: -9.391 eV

Löwdin population analysis, charges in e, atoms 1 to 4: number 1, C, carries -0.090; number 2, N, carries 0.010; number 3, C, carries -0.560; number 4, O, carries -0.006

---

# 4
A structure of composition C42H32LuN4O2P2S, computed with ωB97M-V/def2-TZVPD.

XYZ file:
```
84
C42H32LuN4O2P2S | the OMol25 dataset | ωB97M-V/def2-TZVPD
Lu 0.58280 -0.68549 0.06000
O -6.37896 -1.19839 1.16869
C -5.89929 -1.49613 0.07260
O -6.31301 -1.96929 -0.98647
C -4.35860 -1.05391 -0.03122
C -3.60697 -1.43776 -1.13003
C -2.26602 -1.10366 -1.18099
N -1.66117 -0.44172 -0.17049
C -2.37758 -0.14957 0.93925
C -3.72360 -0.44354 1.03857
C -1.62090 0.48000 2.03668
C -2.23984 1.19950 3.05030
C -1.47669 1.70260 4.08721
C -0.10629 1.47303 4.09199
C 0.44318 0.77357 3.04123
N -0.28184 0.29181 2.02208
C -1.41399 -1.46237 -2.33306
C -1.96754 -1.81914 -3.55743
C -1.14583 -2.26261 -4.57601
C 0.21955 -2.34840 -4.34023
C 0.70273 -1.93813 -3.11803
N -0.07598 -1.47468 -2.12987
H -4.11247 -1.99813 -1.90535
H -4.31186 -0.24537 1.92547
H -3.30642 1.36643 3.01530
H -1.94571 2.26072 4.88614
H 0.52227 1.83280 4.89341
H 1.50895 0.57654 3.00001
H -3.03424 -1.73895 -3.70352
H -1.56299 -2.54859 -5.53165
H 0.90132 -2.71716 -5.09266
H 1.76388 -1.99400 -2.91070
S -0.62713 -3.88281 1.50888
C 0.62710 -3.09816 0.95497
N 1.55538 -2.47185 0.51849
C 2.92857 0.59091 -1.76729
P 2.82027 0.84251 0.09486
C 4.48252 0.85696 0.80514
C 5.33878 1.95344 0.71497
C 6.56529 1.91320 1.35585
C 6.95230 0.78321 2.06288
C 6.11579 -0.32165 2.12583
C 4.87519 -0.28165 1.51031
C 2.04471 2.47467 0.35030
C 2.50981 3.42558 1.25311
C 1.76823 4.57472 1.49421
C 0.56184 4.78456 0.84358
C 0.07888 3.83074 -0.04261
C 0.80760 2.67715 -0.27316
P 4.34305 0.76750 -2.99671
C 4.94469 2.47238 -2.80322
C 4.19969 3.49438 -2.22203
C 4.67521 4.79828 -2.22997
C 5.88846 5.09663 -2.83051
C 6.61614 4.09094 -3.45277
C 6.13931 2.79050 -3.45484
C 5.59802 -0.32120 -2.21545
C 6.83418 0.09064 -1.73080
C 7.73155 -0.84231 -1.23060
C 7.41086 -2.19061 -1.20953
C 6.18866 -2.61307 -1.71229
C 5.29805 -1.68498 -2.22536
H 2.06951 1.11147 -2.20866
H 2.73665 -0.48493 -1.86741
H 5.05433 2.83032 0.15100
H 7.22843 2.76730 1.30051
H 7.91214 0.76183 2.56224
H 6.43141 -1.20414 2.66613
H 4.20346 -1.13078 1.57321
H 3.44194 3.26941 1.77789
H 2.13653 5.30679 2.20113
H -0.00461 5.68773 1.02593
H -0.85887 3.99520 -0.55750
H 0.41252 1.94039 -0.97590
H 3.24228 3.28219 -1.76407
H 4.08962 5.58447 -1.76966
H 6.26053 6.11251 -2.82721
H 7.54972 4.32157 -3.94893
H 6.69044 2.01099 -3.96906
H 7.10511 1.13663 -1.74536
H 8.69192 -0.50803 -0.85819
H 8.11498 -2.91115 -0.81460
H 5.93892 -3.66609 -1.72501
H 4.36401 -2.03038 -2.65879
```

Summary:
**Charge**: +1
**F_max**: 1.34 eV/A
**Kohn-Sham gap**: 6.18 eV
**M**: 893.726 g/mol
**HOMO level**: -10.016 eV

Löwdin population analysis, charges in e, atoms 1 to 4: number 1, Lu, carries 1.510; number 2, O, carries -0.003; number 3, C, carries -0.670; number 4, O, carries -0.001